C5H8 in the gas phase, computed with ωB97M-V/def2-TZVPD.

Each line ends with the Löwdin charge.
Atoms and positions in Å:
C1 -1.120 0.145 0.044  -0.1771
C2 -0.360 -1.066 -0.591  -0.1936
C3 1.098 -0.696 -0.429  -0.1114
C4 1.272 0.453 0.241  -0.1096
C5 -0.035 1.073 0.662  -0.2024
H1 -1.696 0.684 -0.722  0.1007
H2 -1.830 -0.213 0.812  0.1021
H3 -0.635 -1.182 -1.652  0.1009
H4 -0.596 -2.024 -0.107  0.1011
H5 1.904 -1.314 -0.792  0.0906
H6 2.254 0.891 0.448  0.0993
H7 -0.141 2.105 0.329  0.0960
H8 -0.115 1.145 1.758  0.1034

Values from the calculation:
- Structure (SMILES): C1=CCCC1
- Gap between HOMO and LUMO: 10.27 eV

=====

2 unconnected molecules or ions with the total composition C5H8, computed with ωB97M-V/def2-TZVPD.

Each line ends with the Löwdin charge.
Atoms and positions in Å:
C1 -0.341 -0.635 1.040  -0.1703
C2 -1.151 -0.229 -0.248  -0.1744
C3 -0.628 1.176 -0.452  -0.1069
C4 0.600 1.338 0.108  -0.0856
C5 0.877 0.240 0.860  -0.1316
H1 -0.057 -1.694 1.079  0.1030
H2 -0.937 -0.424 1.938  0.1106
H3 -0.919 -0.929 -1.062  0.1077
H4 -2.240 -0.229 -0.120  0.1025
H5 -1.264 1.969 -0.843  0.0906
H6 1.980 0.113 -1.633  0.0190
H7 2.208 -0.580 -1.784  0.0463
H8 1.875 -0.114 1.118  0.0891

Values from the calculation:
- Structure (SMILES): C1=CCCC=1.[H][H]
- Gap between HOMO and LUMO (spin up / spin down): 8.11 / 7.34 eV

=====

A molecular structure, C5H8AlO4 in a non-equilibrium geometry, computed with ωB97M-V/def2-TZVPD.

Each line ends with the Löwdin charge.
Atoms and positions in Å:
O1 2.120 0.388 0.336  -0.2669
C1 1.737 2.467 -0.399  -0.0114
O2 2.174 3.403 0.221  0.0197
C2 -2.216 0.857 0.002  -0.3209
O3 -1.303 1.883 -0.162  -0.1970
C3 -1.591 -0.493 -0.334  -0.1577
O4 -0.366 -0.572 0.385  -0.1728
C4 0.625 -1.443 -0.144  -0.1552
C5 1.963 -0.988 0.426  -0.2935
Al1 0.386 1.269 0.508  0.4913
H1 -3.109 0.971 -0.647  0.1296
H2 -2.604 0.805 1.044  0.1209
H3 -1.370 -0.540 -1.415  0.1386
H4 -2.247 -1.338 -0.069  0.1425
H5 0.631 -1.356 -1.244  0.1389
H6 0.401 -2.490 0.117  0.1425
H7 2.762 -1.529 -0.116  0.1295
H8 2.005 -1.294 1.492  0.1220

Values from the calculation:
- 2S+1: 2
- Gap between HOMO and LUMO (spin up / spin down): 6.10 / 9.25 eV

=====

C5H8B2O4S in the gas phase in a non-equilibrium geometry, computed with ωB97M-V/def2-TZVPD.

Each line ends with the Löwdin charge.
Atoms and positions in Å:
B1 1.424 -0.317 1.024  -0.7088
B2 0.003 -0.793 -1.843  -0.7402
C1 -1.189 -0.488 1.768  -0.2016
C2 -2.451 -0.274 1.210  -0.3169
C3 -0.050 -0.469 1.064  0.1389
C4 -0.898 0.119 -0.987  -0.4095
C5 -1.330 1.511 -0.843  -0.2282
O1 2.036 -0.058 -0.211  0.1138
O2 2.073 -0.619 2.203  0.1374
O3 1.072 -0.302 -2.562  0.1466
O4 -0.357 -2.092 -2.069  0.1627
S1 -2.515 0.114 -0.575  1.1596
H1 -1.256 -0.674 2.803  0.1175
H2 -3.359 -0.084 1.705  0.0195
H3 -0.955 1.871 0.104  0.0909
H4 -1.406 2.300 -1.509  0.0610
H5 2.991 0.143 -0.102  0.1248
H6 3.047 -0.763 2.178  0.1174
H7 1.027 0.653 -2.583  0.0945
H8 0.444 -2.627 -2.207  0.1207

Values from the calculation:
- Gap between HOMO and LUMO: 7.25 eV

=====

no.,energy (Ha)
1,-195.29040
2,-195.12963
3,-738.68394
4,-944.18880